(1)
Molecular formula: C21H28BClF4N7O3S2Tm
Method: DFT, ωB97M-V with the def2-TZVPD basis set

```
68
C21H28BClF4N7O3S2Tm | the OMol25 dataset | ωB97M-V with the def2-TZVPD basis set
N 1.332 -0.959 -1.769
O 1.870 2.394 2.729
N -2.107 1.551 -2.518
C 0.878 -3.183 -1.832
H 3.214 -0.065 0.305
C 1.640 -2.997 3.030
H -0.750 -0.926 3.770
Tm 0.233 -0.780 0.516
B -2.175 -2.022 0.658
H -0.311 -1.807 6.057
H -4.614 2.557 -1.062
C 1.943 3.841 -0.869
C -2.498 2.307 1.053
H 2.602 -0.295 -3.244
H -2.385 4.307 -2.197
H -1.096 -0.259 -2.751
H -3.214 1.603 1.485
C 2.907 0.295 2.287
S 1.257 -3.444 -0.191
C -0.263 -5.754 -1.789
C 1.939 -3.544 4.267
Cl 3.180 -4.736 4.401
H 3.439 -1.381 1.215
N -2.623 2.378 -0.396
C 2.084 -0.072 -2.314
N 1.104 -2.073 -2.477
C 0.014 -1.673 3.940
H -2.681 3.298 1.466
H -2.179 0.168 -4.082
C 2.141 1.274 -1.771
N 1.409 1.522 -0.675
F -1.858 -0.823 1.418
H 3.284 4.382 -2.458
F -1.444 -3.025 1.274
H 0.007 -6.707 -2.238
O -1.115 0.718 -0.669
C -2.964 2.502 -3.205
C -1.459 0.560 -3.362
H 2.179 -3.322 2.150
H -1.341 -5.691 -1.662
S 0.276 -4.437 -2.911
H -3.924 3.982 -0.274
C 2.850 2.280 -2.428
N 0.698 -2.071 2.867
C 1.305 2.774 -0.251
H -1.497 1.986 1.325
O 0.572 0.718 2.003
H 0.701 2.931 0.635
H -3.892 2.006 -3.514
C -3.278 3.690 -2.317
F -3.508 -2.229 0.564
C 1.242 -3.122 5.387
C 2.750 3.580 -1.965
H 2.863 -0.325 3.184
H 3.814 0.898 2.327
N 2.836 -0.577 1.095
C 0.256 -2.166 5.210
C -3.705 3.163 -0.958
H -0.616 0.997 -3.906
H -4.067 4.298 -2.758
H 1.822 4.843 -0.484
H -2.452 2.830 -4.113
C 1.692 1.249 2.351
F -1.561 -1.807 -0.627
H 0.240 -5.624 -0.835
H 3.458 2.035 -3.290
C -1.923 1.511 -1.171
H 1.468 -3.535 6.360
```

Summary:
* HOMO (alpha / beta): -7.641 / -7.641 eV
* E_tot: -4192.597074 Eh
* energy relative to the best compared isomer or geometry (same formula, charge and spin): 10.5 kcal/mol
* LUMO energy (alpha / beta): -0.4 / -0.4 eV
* max |F|: 1.62 eV/A
* <S²>: 2.002
* 2S+1: 3

Formally, the Löwdin partial charges of the atoms, in units of the elementary charge, are as follows:
1 N -0.1052
2 O 0.0485
3 N -0.0621
4 C -1.1155
5 H 0.0687
6 C -0.1938
7 H 0.1169
8 Tm 1.4288
9 B -1.2717
10 H 0.1122
11 H 0.1345
12 C -0.0325
13 C -0.0085
14 H 0.1310
15 H 0.1221
16 H 0.0677
17 H 0.1010
18 C -0.1418
19 S 0.6240
20 C -0.4061
21 C -0.6436
22 Cl 0.6941
23 H 0.0791
24 N -0.0687
25 C -0.0843
26 N -0.1168
27 C -0.1106
28 H 0.0930
29 H 0.0979
30 C -0.2714
31 N 0.0788
32 F 0.0274
33 H 0.1094
34 F 0.1200
35 H 0.0270
36 O -0.0949
37 C -0.1614
38 C -0.0110
39 H 0.0370
40 H 0.0334
41 S 0.8555
42 H 0.1211
43 C -0.0159
44 N 0.0156
45 C -0.1036
46 H 0.0666
47 O -0.1992
48 H 0.1081
49 H 0.1291
50 C -0.1492
51 F 0.2108
52 C -0.0771
53 C -0.0561
54 H 0.1132
55 H 0.1184
56 N -0.0140
57 C -0.0324
58 C -0.1512
59 H 0.0964
60 H 0.1177
61 H 0.1098
62 H 0.1250
63 C -0.6553
64 F 0.0398
65 H -0.0242
66 H 0.1136
67 C -0.4272
68 H 0.1120

=====

(2)
Molecular formula: C21H28Cl12F3O5
Method: DFT, ωB97M-V with the def2-TZVPD basis set

```
69
C21H28Cl12F3O5 | the OMol25 dataset | ωB97M-V with the def2-TZVPD basis set
F 7.876 -6.445 -1.724
H 3.589 1.423 7.117
H -1.798 4.539 5.681
H -2.585 -1.308 -0.990
Cl 2.319 -8.094 -2.470
C 2.721 -3.828 -1.742
C 2.518 -2.352 -1.771
H -5.364 7.784 -1.569
H 7.130 -2.967 -2.433
C -2.946 -0.983 -1.964
H 3.347 -0.579 -2.497
C 2.313 2.714 8.276
H 1.544 2.847 7.517
Cl -1.220 2.947 2.406
C -5.044 3.937 0.652
H 4.388 -5.119 -1.006
H -0.995 -7.818 -4.062
F 9.017 -4.740 -2.430
Cl 0.425 3.947 5.219
H -1.713 0.778 -2.092
H 0.237 -7.088 -2.108
O 0.591 -2.410 -0.418
H -5.084 1.810 0.670
H 3.857 3.154 6.874
Cl -5.209 2.438 2.930
Cl -6.618 5.934 -2.302
H -1.847 2.269 4.571
H -3.197 -1.859 -2.556
H -5.175 3.965 -0.428
H -8.281 8.294 -2.342
O 1.855 -4.647 -1.897
H -3.989 4.066 0.881
C 3.624 2.389 7.613
Cl -2.311 0.264 -4.318
C -7.240 8.595 -2.256
Cl 0.733 -8.585 -5.451
Cl -5.923 5.343 1.320
H -0.953 -0.707 -2.649
C 0.795 -7.345 -3.006
H -6.748 7.448 -0.523
O 1.260 -0.440 -1.274
H -2.975 3.435 3.867
H 1.046 -6.425 -3.524
Cl -4.466 -0.070 -1.689
H -7.188 9.525 -1.693
F 8.377 -6.278 -3.839
C 1.318 -1.668 -1.085
H -1.232 5.239 4.158
O 5.143 -2.028 -4.046
H 2.381 3.624 8.866
C 4.151 -4.246 -1.599
C -1.888 -0.150 -2.628
H 6.792 -4.113 -1.124
Cl -6.638 8.946 -3.897
Cl 4.978 2.357 8.776
C 4.614 -2.346 -3.006
C -1.258 4.334 4.758
O 6.858 -4.939 -3.029
C -1.924 3.203 4.020
C 3.450 -1.653 -2.422
C 5.086 -3.531 -2.217
H -0.178 -9.232 -3.380
C 8.003 -5.575 -2.759
C -0.025 -8.271 -3.865
C -5.567 2.634 1.192
C 6.546 -3.837 -2.149
H -6.642 2.547 1.065
Cl 1.759 1.407 9.357
C -6.423 7.540 -1.557
```

Summary:
* HOMO: -5.776 eV
* charge: -1
* E_tot: -7015.210901 Eh
* energy relative to the best compared isomer or geometry (same formula, charge and spin): 0.0 kcal/mol
* LUMO energy: 1.6 eV
* max |F|: 0.56 eV/A
* 2S+1: 1

Formally, the Löwdin partial charges of the atoms, in units of the elementary charge, are as follows:
1 F 0.1377
2 H 0.0706
3 H 0.0722
4 H 0.0775
5 Cl 0.5345
6 C -0.3195
7 C -0.0370
8 H 0.0716
9 H 0.1339
10 C -0.6402
11 H 0.1275
12 C -0.6753
13 H 0.0127
14 Cl 0.5568
15 C -0.6416
16 H 0.1361
17 H 0.0704
18 F 0.1416
19 Cl 0.5541
20 H 0.0708
21 H 0.0762
22 O -0.0174
23 H 0.0446
24 H 0.0722
25 Cl 0.5681
26 Cl 0.5481
27 H 0.0728
28 H 0.0667
29 H 0.0537
30 H 0.0661
31 O 0.1142
32 H 0.0573
33 C -0.6636
34 Cl 0.5096
35 C -0.6680
36 Cl 0.5189
37 Cl 0.5395
38 H 0.0607
39 C -0.6762
40 H 0.0366
41 O -0.0485
42 H 0.0023
43 H 0.0573
44 Cl 0.5059
45 H 0.0705
46 F 0.1627
47 C -0.7044
48 H 0.0672
49 O 0.1130
50 H 0.0679
51 C 0.0950
52 C -0.6519
53 H 0.1372
54 Cl 0.5311
55 Cl 0.5255
56 C -0.3402
57 C -0.6504
58 O 0.0719
59 C -0.6847
60 C 0.0655
61 C -0.1130
62 H 0.0619
63 C -0.7030
64 C -0.6655
65 C -0.6371
66 C -0.0925
67 H 0.0706
68 Cl 0.5297
69 C -0.6782

=====

(3)
Molecular formula: C21H28Cl36FINO
Method: DFT, ωB97M-V with the def2-TZVPD basis set

```
89
C21H28Cl36FINO | the OMol25 dataset | ωB97M-V with the def2-TZVPD basis set
N 6.807 4.780 4.446
Cl -7.170 -4.278 -0.976
Cl -0.496 -5.450 1.934
C 3.356 -3.213 -8.911
H -8.490 -4.120 2.239
H 0.658 3.226 0.815
C -9.308 -3.418 2.425
Cl 5.165 0.033 -3.423
H -5.053 3.804 1.655
C 5.533 5.591 2.065
H 9.587 3.615 3.952
C 1.688 -1.132 -2.068
C -7.588 -5.878 -1.611
Cl 11.357 3.460 2.403
Cl -2.363 0.366 -5.345
C 1.759 1.244 1.072
H 3.731 -4.016 -9.550
H 6.004 4.814 5.111
H 3.593 7.796 2.835
C 10.676 3.684 4.023
C 6.388 4.515 3.017
H 2.354 -1.828 -2.582
C 2.804 5.135 2.322
Cl -10.291 -4.045 3.759
Cl -6.907 -6.102 -3.231
H -8.981 -7.187 -4.770
C 3.049 5.700 3.841
Cl -10.276 -3.286 0.947
H -6.449 -0.913 3.090
H 4.018 5.316 4.372
H -8.677 -5.947 -1.682
C -4.492 3.207 0.932
H 5.696 -1.321 -5.277
C -10.044 -7.416 -4.662
Cl 2.514 0.429 -1.925
H 2.771 0.772 0.692
Cl 1.591 -3.162 -9.057
C 2.979 7.369 3.734
C -5.439 -1.329 3.133
H 0.942 0.930 0.263
Cl -7.019 -7.150 -0.515
Cl -10.212 -9.151 -4.345
H 1.154 3.628 3.098
Cl -8.608 -1.847 2.852
Cl -3.963 -4.370 -0.470
C 1.138 -4.765 1.932
H 1.285 -4.229 0.991
H 3.990 5.417 0.400
C 4.766 -1.028 -4.785
H 2.412 3.242 0.125
Cl -4.590 4.005 -0.647
Cl 3.951 -2.494 -4.213
H 7.440 5.607 4.535
I 3.497 2.308 3.737
H 1.401 0.787 2.089
Cl 11.245 2.413 5.119
C 2.174 3.592 2.477
O 6.782 3.333 2.483
Cl -4.283 0.014 3.147
H -4.529 -0.562 -5.403
Cl 0.206 -0.966 -3.025
Cl -2.272 -2.790 1.299
Cl 11.094 5.285 4.658
H -1.721 -4.766 0.139
Cl 1.321 -1.790 -0.464
Cl -10.866 -6.976 -6.169
Cl 4.069 -1.685 -9.456
Cl 3.755 -0.173 -5.963
H 3.303 7.897 4.726
H 6.253 5.794 1.135
F 1.928 5.363 4.798
C 1.783 2.898 1.046
Cl -3.272 -1.995 -6.789
C 4.178 4.918 1.468
Cl -2.809 3.107 1.476
Cl -5.294 -2.290 4.614
H 5.411 6.621 2.602
Cl -3.373 -1.939 -3.878
C -3.519 -0.977 -5.359
Cl 3.832 -3.561 -7.240
H 4.430 3.780 1.218
Cl 1.332 -3.615 3.266
Cl -5.219 1.592 0.859
Cl -10.684 -6.472 -3.306
Cl -1.562 -3.089 -1.510
Cl 2.352 -6.051 2.037
H 1.817 7.604 3.602
C -2.302 -3.873 -0.103
Cl -5.192 -2.347 1.704
```

Summary:
* HOMO: -2.811 eV
* charge: -1
* E_tot: -17911.164924 Eh
* energy relative to the best compared isomer or geometry (same formula, charge and spin): 69.2 kcal/mol
* LUMO energy: 1.2 eV
* max |F|: 8.43 eV/A
* 2S+1: 1

Formally, the Löwdin partial charges of the atoms, in units of the elementary charge, are as follows:
1 N 0.0374
2 Cl 0.4982
3 Cl 0.5619
4 C -1.5272
5 H 0.0154
6 H 0.1025
7 C -1.5153
8 Cl 0.5231
9 H 0.0193
10 C -0.1383
11 H 0.0003
12 C -1.4841
13 C -1.5287
14 Cl 0.5063
15 Cl 0.5156
16 C -0.2729
17 H 0.0158
18 H 0.0655
19 H 0.0629
20 C -1.5349
21 C -0.3320
22 H -0.0763
23 C -0.2886
24 Cl 0.5249
25 Cl 0.5432
26 H -0.0283
27 C -0.3450
28 Cl 0.5075
29 H -0.0735
30 H 0.0753
31 H -0.0465
32 C -1.5263
33 H 0.0195
34 C -1.5389
35 Cl 0.5508
36 H 0.0346
37 Cl 0.5187
38 C -0.1118
39 C -1.5477
40 H 0.0265
41 Cl 0.5269
42 Cl 0.5210
43 H 0.0828
44 Cl 0.5738
45 Cl 0.4814
46 C -1.5134
47 H -0.0235
48 H 0.1002
49 C -1.4959
50 H 0.0952
51 Cl 0.5117
52 Cl 0.5385
53 H 0.0736
54 I 0.6689
55 H 0.0493
56 Cl 0.5061
57 C -0.6596
58 O -0.1079
59 Cl 0.4932
60 H 0.0166
61 Cl 0.4949
62 Cl 0.4923
63 Cl 0.4938
64 H -0.0754
65 Cl 0.5493
66 Cl 0.5219
67 Cl 0.5072
68 Cl 0.5163
69 H 0.0596
70 H 0.1198
71 F -0.1735
72 C -0.2906
73 Cl 0.5070
74 C -0.2605
75 Cl 0.5322
76 Cl 0.5259
77 H 0.0906
78 Cl 0.4936
79 C -1.5295
80 Cl 0.4984
81 H 0.0908
82 Cl 0.5401
83 Cl 0.4776
84 Cl 0.5424
85 Cl 0.4740
86 Cl 0.5224
87 H 0.0874
88 C -1.5162
89 Cl 0.4601